{"formula": "C44H54BF10N9O3S3Sr", "method": "the ωB97M-V functional and the def2-TZVPD basis", "lumo_energy_ev": 0.815, "fmax_ha_per_bohr": 0.2056, "gap_ev": 2.41, "energy_ha": -4675.25624, "charge": -2, "symbols": ["Sr", "C", "C", "C", "C", "N", "N", "B", "N", "N", "C", "C", "C", "C", "C", "S", "C", "C", "C", "C", "N", "N", "C", "C", "C", "C", "C", "S", "C", "C", "C", "C", "C", "S", "C", "C", "C", "C", "H", "H", "H", "H", "H", "H", "H", "H", "H", "H", "H", "H", "H", "H", "H", "H", "H", "H", "H", "H", "H", "H", "H", "H", "H", "H", "H", "H", "H", "H", "H", "H", "H", "H", "H", "H", "H", "H", "H", "C", "N", "C", "C", "N", "C", "C", "F", "C", "F", "C", "F", "C", "F", "C", "F", "C", "C", "N", "C", "C", "F", "C", "F", "C", "F", "C", "F", "C", "F", "H", "H", "H", "H", "H", "H", "H", "H", "H", "H", "H", "O", "H", "H", "O", "H", "H", "O"], "positions_angstrom": [[10.28914, 13.78318, 15.40166], [7.68729, 10.44500, 19.30111], [9.18030, 10.41768, 18.72295], [10.13142, 9.80845, 19.36294], [11.40794, 10.03642, 18.99285], [11.80819, 11.02535, 18.07099], [10.71764, 11.19592, 17.16548], [10.90545, 11.06846, 15.72915], [9.82156, 10.49386, 14.86616], [9.50835, 9.26519, 15.60427], [8.77199, 8.47327, 14.84404], [8.15081, 8.80564, 13.59237], [8.31383, 10.03268, 13.12953], [7.16970, 10.47472, 12.11106], [9.23254, 11.00082, 13.66600], [9.44950, 12.44000, 12.99657], [8.50572, 7.22973, 15.54830], [8.91057, 5.89695, 14.91652], [9.31712, 7.31286, 17.00156], [6.68373, 7.05624, 15.55427], [11.83770, 11.83660, 14.87274], [12.11803, 11.19081, 13.73506], [13.31607, 10.37918, 13.80780], [14.27596, 10.60875, 14.76080], [14.20546, 11.87447, 15.50720], [15.51205, 12.46242, 16.23831], [13.00481, 12.57871, 15.51818], [13.18636, 14.36463, 15.24503], [13.37622, 9.46770, 12.76136], [12.70824, 10.03663, 11.51709], [14.70695, 8.60508, 12.50764], [12.46969, 8.31375, 13.52015], [9.35599, 11.34455, 17.57651], [8.11914, 12.07071, 16.67862], [12.91574, 9.43111, 19.64900], [12.62638, 8.67021, 20.85694], [13.97937, 10.58183, 19.92362], [13.41241, 8.73458, 18.42424], [7.73024, 11.41597, 19.90618], [7.58234, 9.71760, 20.12417], [7.09924, 10.55264, 18.50688], [9.84675, 9.19543, 20.23773], [7.10618, 8.32072, 13.17100], [6.05318, 10.42941, 12.59430], [7.42318, 9.88860, 11.15399], [7.18902, 11.49914, 11.97786], [10.01640, 5.75334, 15.04760], [8.92607, 6.02033, 13.91688], [8.32164, 5.08209, 15.12838], [10.33881, 7.31251, 16.74474], [8.91468, 6.34359, 17.51408], [9.01878, 8.12025, 17.45493], [6.05432, 7.58770, 14.69751], [6.11750, 7.81024, 16.20443], [6.21122, 6.04584, 15.42654], [15.13296, 10.17747, 14.76631], [16.05890, 11.18875, 16.40515], [15.05448, 12.63938, 17.13036], [16.33193, 13.06462, 15.73441], [13.05242, 9.43792, 10.69174], [12.81300, 10.96898, 11.09143], [11.50952, 9.83204, 11.70163], [14.79966, 7.58193, 12.28438], [15.58376, 8.80278, 13.18661], [15.01529, 8.88500, 11.49546], [11.98172, 8.45468, 14.33699], [12.95856, 7.25087, 13.40934], [11.56874, 8.52231, 12.63167], [13.23122, 7.92337, 20.84693], [11.72388, 8.28984, 20.99375], [12.55862, 9.47649, 21.51471], [13.49392, 11.15611, 20.67550], [14.64106, 10.93958, 19.04785], [14.81032, 9.76966, 20.52918], [13.29372, 9.05836, 17.39213], [12.73694, 7.55287, 18.52964], [14.51700, 9.10330, 18.77173], [10.41341, 18.62128, 9.86171], [9.83208, 19.70090, 9.02825], [8.69394, 19.47155, 8.28474], [8.92734, 18.52682, 6.95370], [9.73097, 18.93354, 6.04038], [10.40528, 20.09761, 5.67798], [9.69066, 21.37281, 5.38676], [8.44827, 21.55003, 5.82526], [10.04921, 22.41702, 4.78232], [9.00102, 23.20579, 4.48620], [11.40956, 22.61156, 4.66919], [11.81482, 23.79471, 4.13457], [12.28040, 21.72555, 5.00409], [13.55457, 22.09270, 5.20822], [11.81172, 20.23115, 5.38301], [12.61925, 19.36315, 6.02762], [10.62562, 20.81942, 8.64468], [10.92226, 21.64842, 9.80875], [11.36522, 22.83382, 9.09439], [11.84470, 23.66359, 9.95121], [12.19802, 23.34471, 11.41690], [11.82677, 22.31276, 12.22323], [13.00998, 24.32501, 12.19232], [13.44143, 23.99014, 13.41120], [13.42173, 25.57816, 11.74021], [14.33376, 26.34048, 12.52274], [12.98666, 26.08412, 10.48723], [13.29075, 27.29418, 10.11208], [12.32631, 25.08440, 9.63212], [11.67658, 25.54298, 8.52100], [11.23137, 18.91405, 10.49211], [9.59682, 18.17934, 10.35753], [10.90769, 17.89790, 9.24313], [7.94250, 18.86104, 8.92755], [8.25629, 20.39829, 7.98020], [6.89688, 16.22452, 9.59159], [8.42431, 17.51973, 6.96067], [11.54724, 20.55793, 8.11534], [10.13880, 21.32213, 7.81566], [9.88157, 22.11150, 10.28756], [11.74459, 21.33498, 10.57347], [12.35447, 19.70610, 19.23168], [12.59906, 20.44899, 18.63726], [12.07317, 18.85289, 18.80386], [5.32088, 12.42961, 8.81534], [6.08230, 12.09139, 9.26662], [5.83125, 13.30716, 8.47048], [7.71777, 15.25663, 9.38932]]}


{"formula": "C9H14O2", "method": "the ωB97M-V functional and the def2-TZVPD basis", "lumo_energy_ev": 0.848, "fmax_ha_per_bohr": 0.0134, "gap_ev": 10.26, "smiles": "c1ccccc1.COCOC", "energy_ha": -501.77072, "charge": 0, "symbols": ["C", "C", "C", "C", "C", "C", "H", "H", "H", "H", "H", "H", "C", "O", "C", "O", "C", "H", "H", "H", "H", "H", "H", "H", "H"], "positions_angstrom": [[3.82552, -0.23964, -0.28891], [3.02174, -0.98238, 0.57674], [2.50149, -2.20994, 0.16504], [2.78503, -2.69477, -1.11231], [3.58881, -1.95203, -1.97796], [4.10905, -0.72447, -1.56626], [4.23489, 0.72632, 0.03505], [2.79863, -0.60087, 1.58187], [1.86901, -2.79439, 0.84621], [2.37566, -3.66073, -1.43626], [3.81192, -2.33354, -2.98308], [4.74153, -0.14002, -2.24743], [-2.48744, 0.91154, -1.06166], [-3.10441, 1.99099, -0.37579], [-2.52669, 2.21577, 0.87947], [-2.72111, 1.17199, 1.79198], [-4.08800, 1.01939, 2.14497], [-2.95360, 0.84261, -2.05894], [-2.63055, -0.04929, -0.53924], [-1.40568, 1.08442, -1.19016], [-1.43113, 2.35439, 0.80215], [-2.96059, 3.16420, 1.25049], [-4.49795, 1.95023, 2.57168], [-4.70963, 0.72383, 1.28309], [-4.14651, 0.22635, 2.90936]]}


{"formula": "C3H4N2O3", "method": "the ωB97M-V functional and the def2-TZVPD basis", "lumo_energy_ev": -0.225, "fmax_ha_per_bohr": 0.1758, "gap_ev": 9.39, "smiles": "NC(=O)N(C=O)C=O", "energy_ha": -451.84935, "charge": 0, "symbols": ["N", "C", "O", "N", "C", "O", "C", "O", "H", "H", "H", "H"], "positions_angstrom": [[0.60045, 1.61121, -0.41391], [0.80337, 0.42954, 0.10279], [1.83564, 0.09582, 0.78084], [-0.20187, -0.55285, 0.02776], [0.22513, -1.82585, -0.00876], [1.33515, -2.18116, -0.22704], [-1.41019, 0.10647, 0.54596], [-2.32892, -0.60756, 0.05484], [1.36221, 2.36579, -0.46418], [-0.30579, 2.03325, -1.17208], [-0.49754, -2.59884, -0.20395], [-1.41764, 1.12417, 0.97774]]}


{"formula": "BrFO2S", "method": "the ωB97M-V functional and the def2-TZVPD basis", "lumo_energy_ev": -1.089, "fmax_ha_per_bohr": 0.2876, "gap_ev": 9.70, "energy_ha": -3222.40926, "charge": 0, "symbols": ["O", "O", "F", "S", "Br"], "positions_angstrom": [[-0.12591, 1.49399, -1.16681], [-0.32159, 1.69553, 1.20975], [-1.29783, -2.04952, -0.00900], [0.17021, 0.91688, 0.10864], [-2.14522, -0.81503, -0.05242]]}